No. 1
The following is a quantum chemistry calculation of a structure of composition C4H5N3 in a non-equilibrium geometry, from the Open Molecules 2025 dataset.

The geometry in XYZ format:
```
12
Properties=species:S:1:pos:R:3:lowdin_charge:R:1
N -1.460 -1.226 0.730 0.1296
N 1.590 -0.101 -0.914 0.0874
N -1.710 1.129 0.296 0.0933
C -0.533 1.044 -0.556 -0.0983
C 0.347 0.051 -0.303 -0.3144
C -1.822 -0.034 0.694 -0.2856
C -0.048 -0.718 0.963 -0.1406
H -0.367 1.875 -1.224 0.1052
H 1.962 -1.039 -0.970 0.0890
H 0.632 -1.448 1.395 0.1175
H -0.243 0.101 1.700 0.1245
H 1.653 0.365 -1.811 0.0923
```

Summary:
* E_HOMO: -8.13 eV
* strongest force on any atom: 0.03658 hartree/bohr
* multiplicity: 1
* ΔE to the lowest compared entry with this formula, charge and spin: 95.4 kcal/mol
* LUMO level: 0.31 eV
* HOMO-LUMO gap: 8.44 eV

---

No. 2
The following is a quantum chemistry calculation of the molecule C11H10ClNO2 in a non-equilibrium geometry, from the Open Molecules 2025 dataset.

The geometry in XYZ format:
```
25
Properties=species:S:1:pos:R:3:lowdin_charge:R:1
Cl -2.469 0.717 -1.518 0.6361
O -0.439 1.485 0.923 0.0588
O 1.632 2.191 -1.813 0.0955
N -0.039 1.292 -0.513 0.0022
C -0.709 -2.093 -1.929 -0.0665
C 0.380 2.444 1.337 -0.3111
C 0.205 -2.920 0.532 -0.0822
C 1.216 2.932 0.447 0.0657
C 0.066 -1.608 0.275 -0.0453
C -0.723 0.301 -1.345 -0.5751
C 0.154 3.008 2.762 0.0289
C 1.032 2.185 -0.786 -0.4424
C -0.665 -3.470 -1.681 -0.0746
C -0.414 -1.132 -0.959 -0.2103
C -0.166 -3.893 -0.442 -0.0654
H 1.836 3.713 0.589 0.0932
H -0.729 -4.172 -2.588 0.1306
H -0.174 -4.878 -0.079 0.0806
H 0.433 -0.894 1.015 0.1147
H -0.201 0.621 -2.275 0.1333
H 1.054 2.654 3.258 0.0882
H 0.405 -3.328 1.494 0.0979
H -1.110 -1.823 -2.909 0.1152
H -0.666 2.607 3.237 0.0479
H 0.090 4.062 2.967 0.0840
```

Summary:
* structure (SMILES): Cc1cc(=O)n([C@H](Cl)c2ccccc2)o1
* E_HOMO: -9.38 eV
* strongest force on any atom: 0.06711 hartree/bohr
* multiplicity: 1
* ΔE to the lowest compared entry with this formula, charge and spin: 60.0 kcal/mol
* LUMO level: 0.60 eV
* HOMO-LUMO gap: 9.98 eV

---

No. 3
The following is a quantum chemistry calculation of a structure of composition C18H26N6SV, from the Open Molecules 2025 dataset.

The geometry in XYZ format:
```
52
Properties=species:S:1:pos:R:3:lowdin_charge:R:1
V -0.084 0.104 -0.432 0.7458
S 0.225 -0.905 -2.439 0.7433
N 0.223 -0.112 1.523 0.0131
N 1.897 -2.739 -3.432 0.1109
N -0.326 -3.324 -3.399 0.1678
N -1.124 1.877 -0.091 -0.1414
N -1.982 -0.665 0.197 -0.1222
N 1.546 1.432 -0.158 -0.1177
C 5.390 -1.714 -2.830 -0.0376
C 4.224 -2.465 -2.864 -0.0088
C -2.507 1.620 -0.577 -0.1314
C -0.317 2.910 -0.799 -0.1314
C 1.056 2.860 -0.150 -0.1148
C 1.312 0.465 2.080 -0.2119
C -0.583 -0.761 3.655 0.0459
C 1.485 0.466 3.445 0.0453
C 2.290 1.032 1.080 -0.0727
C -3.004 0.445 0.248 -0.1170
C 3.055 -0.599 -3.869 -0.0678
C 0.647 -2.456 -3.165 -0.6631
C 0.523 -0.152 4.238 0.0416
C 4.228 0.144 -3.822 -0.0555
C -0.705 -0.731 2.284 -0.2121
C 3.069 -1.889 -3.365 -0.2540
C -1.807 -1.390 1.495 -0.0765
C 5.390 -0.408 -3.299 -0.0439
H -1.334 -1.253 4.260 0.1455
H 2.182 -0.197 -4.365 0.1035
H -3.971 0.087 -0.098 0.1492
H 0.634 -0.155 5.315 0.1443
H -2.461 1.380 -1.641 0.1373
H -1.287 -3.056 -3.278 0.1207
H 2.855 1.870 1.486 0.1487
H -3.154 2.489 -0.455 0.1524
H -2.297 -1.338 -0.495 0.1242
H 6.306 0.169 -3.291 0.1242
H -0.761 3.903 -0.728 0.1529
H -1.186 2.150 0.889 0.1522
H -2.742 -1.429 2.052 0.1487
H 3.007 0.256 0.806 0.1519
H -0.153 -4.183 -3.904 0.1521
H 2.088 -3.693 -3.723 0.1840
H 4.222 -3.489 -2.508 0.1282
H 6.300 -2.159 -2.451 0.1257
H 2.354 0.937 3.886 0.1453
H 1.770 3.511 -0.650 0.1495
H -0.270 2.642 -1.858 0.1388
H -1.517 -2.419 1.274 0.1515
H 4.244 1.140 -4.246 0.1197
H 0.990 3.181 0.891 0.1405
H 2.173 1.320 -0.955 0.1348
H -3.118 0.743 1.291 0.1402
```

Summary:
* expectation value of S²: 2.0255
* E_HOMO (spin up / spin down): -17.09 / -17.09 eV
* strongest force on any atom: 0.01277 hartree/bohr
* total charge: +3
* multiplicity: 3
* LUMO level (spin up / spin down): -10.71 / -9.88 eV
* HOMO-LUMO gap (spin up / spin down): 6.38 / 7.21 eV

---

No. 4
The following is a quantum chemistry calculation of the molecule C7H12O in a non-equilibrium geometry, from the Open Molecules 2025 dataset.

The geometry in XYZ format:
```
20
Properties=species:S:1:pos:R:3:lowdin_charge:R:1
O -1.706 -1.824 -1.211 0.0223
C 0.971 0.586 2.421 -0.2708
C -0.121 0.026 0.252 -0.1099
C 0.973 0.406 0.904 -0.1244
C -0.731 -1.100 -1.865 -0.3815
C -0.630 -1.266 -3.364 -0.0332
C 0.386 1.929 2.841 -0.1106
C -0.185 -0.064 -1.222 -0.0689
H 2.017 0.490 2.708 0.0929
H -0.913 -0.322 -3.827 0.0821
H 0.627 2.102 3.892 0.0638
H 0.390 0.667 -1.772 0.1115
H 0.457 -0.275 2.853 0.1037
H -0.697 1.878 2.794 0.0696
H -1.653 -2.758 -1.455 0.1073
H 0.832 2.729 2.259 0.0721
H 0.405 -1.450 -3.640 0.0792
H -1.320 -2.014 -3.751 0.0760
H -1.035 -0.238 0.781 0.1137
H 1.932 0.498 0.402 0.1052
```

Summary:
* structure (SMILES): CC/C=C/C=C(/C)O
* E_HOMO: -8.01 eV
* strongest force on any atom: 0.03239 hartree/bohr
* multiplicity: 1
* ΔE to the lowest compared entry with this formula, charge and spin: 27.1 kcal/mol
* LUMO level: 0.83 eV
* HOMO-LUMO gap: 8.84 eV

---

No. 5
The following is a quantum chemistry calculation of a structure of composition C48H61O4ReS3Si3 in a non-equilibrium geometry, from the Open Molecules 2025 dataset.

The geometry in XYZ format:
```
120
Properties=species:S:1:pos:R:3:lowdin_charge:R:1
Re -0.038 0.307 0.302 1.3649
S -1.968 0.054 1.808 0.8943
S -0.371 -2.595 0.517 1.0891
S 0.010 -0.235 -2.970 1.0997
Si 0.258 3.224 -0.200 0.4236
Si 1.422 2.232 2.715 0.5090
Si 2.966 1.409 0.014 0.4928
O 0.693 -1.527 0.937 -0.6097
O -1.539 -0.617 3.027 -0.3797
O 0.240 -0.585 -1.449 -0.6782
O -0.942 2.072 -0.694 -0.4743
C -3.161 2.564 1.438 -0.0915
C -3.952 -4.348 5.880 -0.0279
C 3.660 -0.173 0.726 -0.1581
C -2.906 -3.468 3.441 -0.1129
C 1.002 3.973 -1.728 -0.1223
C -4.201 -4.533 0.624 -0.0021
C -5.789 -3.313 -1.326 -0.0076
C -5.881 -4.658 -1.104 -0.0284
C -4.760 -3.625 4.979 -0.0330
C -3.125 -0.984 0.928 -0.2926
C 2.196 3.941 2.734 -0.1463
C 2.746 -6.896 -2.371 -0.0240
C 2.851 1.079 -1.846 -0.1712
C 1.951 -3.678 -0.503 -0.0600
C -3.917 -0.369 -0.072 -0.0695
C 4.078 2.875 0.313 -0.1473
C -5.074 -5.271 -0.124 -0.0273
C -0.540 4.594 0.762 -0.1281
C -4.253 2.451 3.989 0.0108
C -2.928 1.475 2.261 -0.3684
C -0.087 -4.968 -0.750 -0.0668
C -3.952 3.602 1.906 -0.0036
C -2.088 -4.185 4.355 -0.1248
C 2.642 -4.671 -1.185 -0.0079
C -1.010 -3.314 1.966 -0.3298
C -4.889 -2.523 -0.575 -0.1389
C -0.176 2.323 3.680 -0.1603
C 0.179 -2.298 -4.658 -0.1915
C -1.519 -1.144 -3.356 -0.2724
C -4.252 -3.194 3.786 -0.0022
C 1.996 -5.812 -1.656 -0.2401
C -2.337 -3.027 2.217 -0.1668
C -1.094 -2.526 -3.849 -0.1920
C -4.513 3.563 3.183 -0.2265
C 1.092 -1.463 -3.763 -0.2601
C -5.354 4.693 3.693 -0.0196
C -2.648 -4.621 5.576 -0.0001
C -3.467 1.408 3.543 -0.0432
C -4.087 -3.134 0.427 -0.0956
C -1.812 2.232 -1.826 -0.0906
C -4.782 -1.127 -0.800 0.0028
C -3.186 -2.331 1.197 -0.1469
C 1.141 1.823 0.735 -0.5313
C -0.729 -4.450 4.039 0.0208
C 2.482 0.948 3.544 -0.1566
C 0.593 -3.843 -0.289 -0.3836
C 0.621 -5.941 -1.429 -0.0082
C -0.185 -4.021 2.870 -0.0258
H 0.850 -4.217 2.621 0.1277
H 3.279 3.909 2.804 0.0410
H -0.894 -3.185 -2.999 0.1099
H 4.370 -0.560 -0.012 0.0572
H -4.143 4.458 1.270 0.1278
H 2.666 -7.837 -1.826 0.1001
H 2.462 -2.804 -0.124 0.0949
H 2.218 -0.073 3.263 0.0407
H 1.969 4.433 -1.512 0.0569
H 3.801 -6.653 -2.475 0.0865
H -6.196 4.321 4.275 0.0957
H -2.025 -5.173 6.268 0.1275
H -2.130 -1.126 -2.452 0.0851
H -3.889 0.703 -0.210 0.0994
H 1.136 3.299 -2.571 0.0309
H -4.882 -2.645 3.097 0.1243
H 3.741 1.502 -2.319 0.0630
H -1.244 2.544 -2.703 0.0904
H -2.317 1.286 -2.020 0.0705
H -5.789 -3.415 5.237 0.1197
H -5.423 -0.664 -1.540 0.1321
H -5.736 5.307 2.880 0.0888
H -3.604 -5.021 1.383 0.1248
H -5.157 -6.337 0.043 0.1228
H -0.988 2.895 3.234 0.0177
H 2.284 1.047 4.615 0.0588
H 1.901 -0.939 -4.266 0.1095
H -0.039 -1.769 -5.587 0.1311
H 0.683 -3.226 -4.923 0.1363
H -1.150 -5.087 -0.570 0.1178
H 2.332 -7.065 -3.366 0.0950
H -0.129 -5.003 4.751 0.1330
H 1.993 1.494 -2.370 -0.0163
H 1.478 -2.049 -2.925 0.0971
H -2.728 2.611 0.458 0.0656
H 3.593 3.845 0.214 0.0331
H -0.793 4.363 1.792 0.0275
H 4.868 2.825 -0.441 0.0583
H -4.763 5.334 4.351 0.1029
H 3.552 1.092 3.400 0.0397
H -2.016 -0.558 -4.133 0.1148
H -1.888 -2.972 -4.445 0.1353
H 0.102 2.840 4.604 0.0658
H 2.884 0.001 -2.015 0.0245
H 1.934 4.585 1.897 0.0214
H -2.568 2.989 -1.608 0.1077
H -4.371 -4.685 6.818 0.1228
H 3.709 -4.566 -1.335 0.1263
H -6.410 -2.833 -2.071 0.1257
H 4.205 -0.040 1.657 0.0365
H 0.108 5.473 0.751 0.0613
H 2.902 -0.940 0.887 0.0020
H -1.459 4.889 0.245 0.0567
H -3.256 0.559 4.181 0.1259
H 4.560 2.832 1.288 0.0452
H 0.105 -6.826 -1.780 0.1322
H 1.825 4.435 3.637 0.0598
H -6.578 -5.257 -1.674 0.1237
H -4.676 2.406 4.984 0.1351
H -0.549 1.341 3.965 0.0250
H 0.345 4.786 -2.053 0.0650
```

Summary:
* expectation value of S²: 0.7567
* E_HOMO (spin up / spin down): -14.85 / -14.85 eV
* strongest force on any atom: 0.02220 hartree/bohr
* total charge: +3
* multiplicity: 2
* ΔE to the lowest compared entry with this formula, charge and spin: 0.0 kcal/mol
* LUMO level (spin up / spin down): -9.17 / -9.08 eV
* HOMO-LUMO gap (spin up / spin down): 5.67 / 5.77 eV

---

No. 6
The following is a quantum chemistry calculation of the molecule C9H18N2O in a non-equilibrium geometry, from the Open Molecules 2025 dataset.

The geometry in XYZ format:
```
30
Properties=species:S:1:pos:R:3:lowdin_charge:R:1
O 1.574 0.831 0.546 -0.1931
N 0.558 0.235 -0.254 -0.0449
N -1.060 -1.464 -0.159 0.1746
C -0.918 2.018 -0.896 -0.0029
C 0.423 -1.279 -0.166 -0.4762
C -3.127 -0.343 -0.057 -0.0301
C 0.989 -1.930 -1.492 0.0000
C 2.838 0.988 -0.098 -0.0579
C -0.694 0.834 0.078 -0.4678
C -0.746 1.390 1.517 0.0143
C -1.621 -0.333 -0.046 -0.3000
C 1.073 -1.838 1.079 -0.0220
H 0.089 2.597 -0.902 0.1237
H 0.706 -1.479 2.040 0.0753
H -0.040 0.894 2.103 0.0606
H 1.712 -1.268 -1.845 0.0259
H -3.544 0.007 0.932 0.0910
H -0.956 1.726 -1.906 0.0568
H 0.832 -2.923 0.989 0.0992
H 3.518 0.643 0.685 0.0841
H 0.119 -2.045 -2.118 0.0684
H 2.126 -1.476 1.081 0.0887
H -0.697 2.432 1.685 0.0773
H -1.788 2.560 -0.702 0.0578
H -1.721 1.056 1.795 0.0657
H -3.547 -1.393 -0.200 0.0961
H 1.535 -2.911 -1.414 0.0935
H 3.165 2.011 -0.257 0.0743
H 2.788 0.404 -1.039 0.0888
H -3.583 0.055 -0.979 0.0790
```

Summary:
* structure (SMILES): CON1C(C)(C)N=C(C)C1(C)C
* E_HOMO: -8.37 eV
* strongest force on any atom: 0.05974 hartree/bohr
* multiplicity: 1
* ΔE to the lowest compared entry with this formula, charge and spin: 55.3 kcal/mol
* LUMO level: 0.90 eV
* HOMO-LUMO gap: 9.27 eV